# 1
The following is a quantum chemistry calculation of the molecule C2H4Cl2O, from the OMol25 dataset.

HOMO level	-10.66	eV
SMILES string	OCC(Cl)Cl
2S+1	1

Geometry as XYZ:
```
9
Properties=species:S:1:pos:R:3:mulliken_charge:R:1
O -1.39497 -0.62391 -0.21582 -0.55
C -0.12938 -0.59446 0.39054 -0.46
C 0.69924 0.43209 -0.36611 0.16
Cl 2.39330 0.15376 0.00078 -0.16
Cl 0.05381 2.04494 0.07607 -0.19
H -1.90606 0.35835 -0.19218 0.34
H -0.34076 -0.45302 1.54419 0.25
H 0.17937 -1.60499 0.17973 0.29
H 0.44543 0.28723 -1.41721 0.31
```

---

# 2
The following is a quantum chemistry calculation of a structure of composition C30H43F5IrN6PS, from the OMol25 dataset.

total charge	+3
HOMO level (alpha / beta)	-16.45 / -17.01	eV
2S+1	2

Geometry as XYZ:
```
87
Properties=species:S:1:pos:R:3:mulliken_charge:R:1
Ir -0.42007 -0.45373 0.05725 2.29
N -2.57274 -3.19777 0.22469 0.19
C -2.09300 -2.86279 1.45918 0.54
C -2.54796 -3.62198 2.54394 -0.92
C -2.06048 -3.37896 3.80142 -0.75
C -1.08792 -2.38464 3.96150 -0.85
C -0.70166 -1.67973 2.86011 0.02
N -1.20033 -1.88327 1.60804 0.14
C -2.34822 -2.70822 -1.02857 0.56
C -2.95253 -3.40698 -2.08698 -0.71
C -2.79023 -2.98130 -3.37688 -0.92
C -2.02371 -1.83627 -3.61886 -0.99
C -1.45698 -1.20692 -2.55376 -0.45
N -1.59502 -1.62214 -1.26727 0.45
H -3.19589 -3.99238 0.23789 0.22
H -3.28320 -4.40000 2.38329 0.50
H -2.41245 -3.95304 4.64810 0.48
H -0.64915 -2.17510 4.92597 0.56
H 0.05762 -0.92540 2.94430 -0.13
H -3.54548 -4.28544 -1.86911 0.51
H -3.24916 -3.52315 -4.19311 0.48
H -1.88812 -1.45340 -4.62009 0.57
H -0.86571 -0.32074 -2.68980 0.40
F 0.94852 2.85586 6.69144 -0.23
C 1.32405 2.11807 5.68468 0.33
C 0.51576 2.05145 4.53848 -0.23
F -0.62389 2.72461 4.47034 -0.24
C 0.92204 1.27839 3.49190 -0.60
F 0.16184 1.18736 2.38184 0.89
C 2.12271 0.53796 3.50579 0.55
S 2.57466 -0.37594 2.15202 -0.15
C 2.90360 0.60693 4.68449 0.34
F 4.00935 -0.09133 4.76165 -0.27
C 2.51120 1.38883 5.75418 0.31
F 3.24676 1.44477 6.84103 -0.23
C 3.99484 -2.90928 -0.24157 -1.30
N 2.62483 -2.48169 -0.52576 0.17
C 1.59379 -3.07046 0.31171 -1.18
C 2.32155 -1.48118 -1.36827 0.81
N 1.20321 -0.76258 -1.21727 -0.24
N 3.15036 -1.21379 -2.39136 0.02
C 3.13738 0.08597 -3.05003 -1.04
C 3.84781 -2.26173 -3.14005 -1.18
H 4.13698 -2.93710 0.83949 0.46
H 4.72272 -2.22295 -0.66216 0.42
H 4.18113 -3.91308 -0.62488 0.39
H 1.89334 -4.08240 0.57832 0.49
H 0.65013 -3.11432 -0.23309 0.32
H 1.44939 -2.50429 1.23458 0.19
H 1.03801 -0.16618 -2.01313 -0.40
H 2.42739 0.11768 -3.88415 0.31
H 4.12702 0.27453 -3.46191 0.47
H 2.91380 0.87651 -2.33538 0.21
H 3.63774 -3.24819 -2.74248 0.39
H 4.92415 -2.09030 -3.14208 0.38
H 3.50950 -2.23333 -4.17753 0.41
C -1.40197 1.98419 -3.56620 -1.70
C -2.01304 2.20670 -2.17966 0.39
C -3.38864 1.53670 -2.07997 -1.43
P -0.94872 1.81120 -0.71625 -0.16
C 0.67525 2.60995 -1.12591 1.00
C 1.71575 2.38419 -0.03076 -1.51
C 0.55222 4.10368 -1.44031 -1.77
C -1.67883 2.73960 0.70490 0.90
C -2.42049 4.03007 0.35212 -1.59
C -2.59059 1.81491 1.53431 -1.53
H -1.95291 2.60138 -4.27684 0.51
H -1.51371 0.95844 -3.90703 0.38
H -0.35480 2.27513 -3.63930 0.27
H -2.14347 3.28392 -2.04559 0.97
H -3.30875 0.45004 -2.10648 0.19
H -3.99667 1.84537 -2.93075 0.50
H -3.92603 1.82257 -1.17634 0.29
H 1.00181 2.08475 -2.03034 -0.23
H 1.49054 2.98256 0.85354 0.45
H 2.69732 2.69444 -0.39179 0.57
H 1.78095 1.33697 0.26092 -0.04
H 0.30394 4.67444 -0.54650 0.34
H -0.18058 4.31558 -2.21786 0.41
H 1.51792 4.46575 -1.79470 0.47
H -0.80605 3.00386 1.30629 0.28
H -3.34012 3.83921 -0.20048 0.33
H -1.81362 4.73772 -0.20729 0.40
H -2.70445 4.51315 1.28831 0.48
H -3.57581 1.72289 1.07754 0.40
H -2.72547 2.22805 2.53320 0.44
H -2.17033 0.80711 1.63710 0.21
```

---

# 3
The following is a quantum chemistry calculation of a structure of composition C3H2FO2Tl, from the OMol25 dataset.

total charge	+3
HOMO level (alpha / beta)	-27.17 / -27.18	eV
2S+1	2

Geometry as XYZ:
```
9
Properties=species:S:1:pos:R:3:mulliken_charge:R:1
O -1.59595 -0.98044 0.81974 -0.10
H 1.35139 1.38598 -0.64559 0.50
O -0.56901 1.17321 -0.04842 -0.36
C 0.50535 0.68626 -0.55522 0.14
C 0.74849 -0.62509 0.15683 0.33
C -0.44621 -0.78042 1.03389 0.85
F 1.95486 -0.84621 0.65729 -0.06
Tl -2.47134 0.85800 -0.34139 1.38
H 0.52241 -0.87127 -1.07713 0.33
```